Record 1
36
Properties=species:S:1:pos:R:3:nbo_charge:R:1 method="wB97M-V/def2-TZVPD" molar_mass_g_mol=287.337 gap_ha=0.3604 smiles="CCC[C@@H](NS(=O)(=O)c1ccc(OC)cc1)C(=O)O" charge=0
C -4.84045 -1.53375 0.77913 -0.616
C -4.84187 -0.32012 -0.14232 -0.394
C -3.52366 0.45529 -0.12571 -0.417
C -2.37015 -0.28031 -0.82561 -0.162
N -1.26603 0.60838 -1.18640 -0.873
S -0.42010 1.52466 -0.07279 2.318
O -0.33770 2.85959 -0.58096 -0.922
O -1.00799 1.35053 1.24184 -0.962
C 1.20434 0.79568 -0.05817 -0.393
C 2.23777 1.55560 0.46610 -0.152
C 3.50503 1.02238 0.54089 -0.254
C 3.74974 -0.28272 0.09452 0.336
C 2.70024 -1.03166 -0.43648 -0.327
C 1.42869 -0.48761 -0.50999 -0.088
H 0.62040 -1.06725 -0.92508 0.229
H 2.85629 -2.03702 -0.79163 0.229
O 5.02271 -0.71579 0.21701 -0.482
C 5.34211 -2.02725 -0.19401 -0.256
H 5.16550 -2.16528 -1.26470 0.180
H 4.77470 -2.77252 0.37057 0.182
H 6.40370 -2.14771 0.01452 0.205
H 4.32939 1.58835 0.94351 0.233
H 2.02880 2.55832 0.80220 0.237
H -1.46513 1.18479 -1.98867 0.421
H -2.73590 -0.71194 -1.76563 0.237
C -1.79676 -1.46509 -0.02247 0.784
O -1.73979 -2.56439 -0.50768 -0.585
O -1.36110 -1.21650 1.19713 -0.692
H -1.32345 -0.24526 1.40686 0.513
H -3.25167 0.69405 0.90345 0.223
H -3.66190 1.40454 -0.65202 0.212
H -5.63595 0.36063 0.17256 0.208
H -5.06472 -0.63776 -1.16350 0.194
H -4.57896 -1.24203 1.79374 0.205
H -4.12984 -2.28238 0.44195 0.216
H -5.82775 -1.98962 0.79767 0.214

Record 2
31
Properties=species:S:1:pos:R:3:nbo_charge:R:1 method="wB97M-V/def2-TZVPD" molar_mass_g_mol=207.342 gap_ha=0.3115 smiles=Cc1c[nH]c2ccccc12.CCSC charge=0
C -3.12651 -1.84963 0.27499 -0.630
C -0.11913 -0.43962 -1.47121 0.154
C -0.87872 -1.56719 -0.94205 -0.090
C -2.05347 -0.99883 -0.36291 -0.086
C -2.00205 0.34801 -0.53976 -0.055
C 1.19025 -0.55486 -1.90490 -0.252
C 1.68050 -1.82377 -2.08094 -0.210
C 0.98047 -2.98484 -1.65199 -0.250
C -0.30079 -2.82917 -1.21861 -0.188
N -0.84256 0.69270 -1.20926 -0.525
H 1.67677 0.40042 -2.07327 0.219
H 2.62680 -2.06838 -2.55031 0.210
H -0.73104 1.67821 -1.34778 0.420
H 1.49340 -3.93356 -1.68856 0.217
H -2.83029 1.04126 -0.56961 0.209
H -0.98427 -3.59127 -0.83713 0.203
H -3.36756 -1.60221 1.30905 0.220
H -2.79912 -2.89134 0.33979 0.213
H -4.01174 -1.86674 -0.36553 0.217
C 2.17604 2.31644 1.75542 -0.528
C 2.40058 0.89846 1.29377 -0.633
C -0.58918 3.08610 1.71046 -0.758
S 0.87280 3.02216 0.65555 0.160
H 1.84495 2.17264 2.79580 0.219
H 3.10838 2.86205 1.85689 0.224
H 3.01894 0.18781 1.87732 0.212
H 2.95394 0.83743 0.34467 0.206
H -0.44335 3.40266 2.72693 0.231
H -1.32335 3.63470 1.13288 0.228
H -1.10851 2.11883 1.53335 0.223
H 1.48779 0.30152 1.20696 0.221

Here are the calculated largest force on an atom numbers, same order: 1.02, 3.74 (eV/A).
Here are the calculated lowest unoccupied orbital energy numbers, same order: 0.60, 0.74 (eV).
Here are the calculated ΔE to the lowest compared entry with this formula, charge and spin numbers, same order: 0.0, 44.5 (kcal per mole).